{
  "formula": "C38H89N4O10",
  "method": "ωB97M-V with the def2-TZVPD basis set",
  "lumo_ev": -2.40,
  "gap_ev": 4.3,
  "total_charge": 1,
  "homo_ha": -0.24729,
  "symbols": ["C", "C", "N", "C", "C", "C", "C", "C", "O", "C", "H", "H", "H", "H", "H", "H", "H", "H", "H", "H", "H", "H", "H", "H", "H", "H", "H", "H", "H", "H", "C", "C", "N", "C", "C", "C", "C", "C", "O", "C", "H", "H", "H", "H", "H", "H", "H", "H", "H", "H", "H", "H", "H", "H", "H", "H", "H", "H", "H", "H", "C", "C", "N", "C", "C", "C", "C", "C", "O", "C", "H", "H", "H", "H", "H", "H", "H", "H", "H", "H", "H", "H", "H", "H", "H", "H", "H", "H", "H", "H", "C", "C", "N", "C", "C", "C", "C", "C", "O", "C", "H", "H", "H", "H", "H", "H", "H", "H", "H", "H", "H", "H", "H", "H", "H", "H", "H", "H", "H", "H", "C", "C", "O", "O", "H", "H", "H", "C", "C", "O", "O", "H", "H", "H", "C", "C", "O", "O", "H", "H", "H"],
  "positions_angstrom": [[-3.02604, -2.19069, -1.06815], [-3.40501, -2.99730, 0.16155], [-2.45571, -2.90166, 1.30943], [-3.01508, -3.67796, 2.47719], [-1.11168, -3.54989, 1.01125], [-1.21917, -4.97868, 0.50215], [-2.10808, -1.46257, 1.69969], [-3.27687, -0.71442, 2.33712], [-4.38849, -0.67829, 1.44739], [-5.42320, 0.16737, 1.94832], [-1.96798, -2.24148, -1.33756], [-3.18635, -1.13020, -0.87750], [-3.57585, -2.59510, -1.91653], [-3.45365, -4.04975, -0.12113], [-4.40485, -2.74435, 0.50212], [-3.71015, -3.06592, 3.04521], [-2.23892, -4.07562, 3.12153], [-3.60594, -4.47609, 2.03412], [-0.52039, -3.49465, 1.92757], [-0.58806, -2.88306, 0.32563], [-1.93047, -5.58166, 1.07363], [-0.29816, -5.54876, 0.63544], [-1.47500, -5.14327, -0.54563], [-1.74892, -0.99317, 0.78152], [-1.24232, -1.56452, 2.36348], [-2.95298, 0.32828, 2.44555], [-3.53034, -1.11042, 3.32257], [-6.25822, 0.16005, 1.25689], [-5.01965, 1.16805, 2.14508], [-5.69823, -0.21733, 2.93601], [-2.12524, 4.97396, -2.75338], [-2.69588, 3.67677, -2.20949], [-3.18116, 3.66670, -0.79779], [-3.36032, 2.24433, -0.35160], [-2.17576, 4.30347, 0.15615], [-0.77216, 3.80536, -0.12721], [-4.45511, 4.43116, -0.53143], [-5.76159, 3.66903, -0.78839], [-5.86927, 3.48633, -2.18216], [-7.05141, 2.73263, -2.45991], [-2.86561, 5.77063, -2.82863], [-1.81666, 4.81427, -3.78953], [-1.19663, 5.29951, -2.29137], [-1.98130, 2.85758, -2.26413], [-3.52542, 3.45170, -2.87677], [-4.06934, 1.73925, -1.00065], [-3.60120, 2.17128, 0.70524], [-2.41136, 1.72798, -0.45149], [-2.46832, 4.04786, 1.17344], [-2.25270, 5.38682, 0.06704], [-0.67835, 2.74249, 0.08916], [-0.03318, 4.30513, 0.50396], [-0.46862, 4.12054, -1.11943], [-4.49026, 5.39440, -1.03009], [-4.46410, 4.55514, 0.55230], [-6.58183, 4.25099, -0.34908], [-5.82382, 2.72969, -0.22476], [-6.92521, 1.72432, -2.05325], [-7.26703, 2.66792, -3.52366], [-7.93691, 3.18014, -1.99938], [-1.71798, -2.73869, -5.41837], [-0.96170, -1.41999, -5.50755], [-0.77896, -0.69204, -4.17418], [-2.09171, -0.51169, -3.50413], [0.10110, -1.59545, -3.28194], [1.42819, -1.98821, -3.84949], [-0.09956, 0.62884, -4.32473], [-0.67682, 1.70813, -5.24311], [-1.95927, 2.17744, -4.83631], [-2.76747, 2.67076, -5.91138], [-2.79551, -2.71315, -5.26404], [-1.29063, -3.52789, -4.80602], [-1.63247, -3.08247, -6.45585], [-1.51602, -0.69714, -6.10456], [0.00898, -1.58624, -5.96128], [-2.42614, -1.50047, -3.19745], [-2.84975, -0.02835, -4.11192], [-1.97165, 0.13874, -2.63689], [-0.50961, -2.47667, -3.09223], [0.13724, -1.03467, -2.34313], [2.02811, -2.38815, -3.03029], [2.02205, -1.15964, -4.23421], [1.37612, -2.76848, -4.60804], [0.90254, 0.41102, -4.69188], [0.00276, 0.98957, -3.29647], [-0.68534, 1.48952, -6.31345], [0.04836, 2.51310, -5.07853], [-3.68159, 2.99175, -5.41583], [-3.02163, 1.84056, -6.57648], [-2.27794, 3.46826, -6.46895], [5.70100, 1.28924, 1.99927], [5.91794, 0.38214, 3.19590], [5.22837, 0.83462, 4.47916], [6.13483, 1.78508, 5.19008], [3.91671, 1.59242, 4.26341], [2.83740, 0.79844, 3.52097], [4.94856, -0.36921, 5.36967], [6.16499, -1.08500, 5.86888], [6.81825, -1.73042, 4.77786], [7.80631, -2.64709, 5.19265], [4.69705, 1.59673, 1.71995], [6.23687, 0.85369, 1.15596], [6.20332, 2.25432, 2.15333], [6.97925, 0.41413, 3.42001], [5.67082, -0.64890, 2.96287], [5.80803, 1.95394, 6.21692], [6.12213, 2.77707, 4.74321], [7.13815, 1.37444, 5.19762], [4.11468, 2.44999, 3.62600], [3.60434, 1.89050, 5.26074], [2.02831, 1.50841, 3.34021], [2.44421, -0.05713, 4.06947], [3.19163, 0.48929, 2.53974], [4.21945, -1.02397, 4.88393], [4.39617, 0.03055, 6.22458], [5.87367, -1.86283, 6.57624], [6.89501, -0.40889, 6.32029], [8.64204, -2.66424, 4.49335], [7.42242, -3.65673, 5.33638], [8.28058, -2.30011, 6.12021], [2.00736, -3.82397, 2.40383], [1.84744, -2.84186, 3.61107], [2.54714, -2.96250, 4.63401], [0.75219, -2.19869, 3.53207], [3.06149, -4.09312, 2.29866], [1.78082, -3.25792, 1.49997], [1.42234, -4.71567, 2.61491], [1.35410, 0.23530, 0.16985], [0.61398, 0.00741, -1.15360], [1.31865, -0.30943, -2.12981], [-0.61321, 0.30383, -1.18368], [2.42288, 0.09379, 0.01850], [1.01693, -0.53880, 0.86854], [1.18305, 1.22357, 0.60151], [4.67831, -1.15074, -0.98089], [5.93808, -1.76825, -1.61366], [6.36509, -2.85496, -1.15740], [6.59552, -0.99142, -2.35540], [4.17461, -1.86378, -0.31777], [3.90736, -0.80885, -1.67368], [4.98121, -0.30703, -0.35487]],
  "forces_ev_per_angstrom": [[0.483, 0.087, 0.668], [-0.172, -0.593, -0.701], [0.693, -0.093, 1.020], [-0.869, 0.144, -0.461], [0.436, -0.203, -0.607], [-0.109, -0.867, 0.066], [-0.404, -0.599, -0.077], [0.512, 0.481, -0.869], [-0.169, 0.087, 0.016], [0.917, -0.574, 0.800], [-0.010, -0.333, 0.262], [-0.402, -0.015, -0.388], [-0.274, 0.305, 0.079], [0.202, -0.041, 0.202], [0.153, 0.219, 0.168], [0.113, 0.060, -0.048], [0.170, 0.199, -0.077], [0.143, -0.204, 0.241], [-0.192, 0.063, 0.135], [-0.080, -0.128, -0.231], [-0.102, 0.231, 0.074], [0.299, 0.533, 0.108], [-0.078, 0.542, -0.062], [-0.141, 0.169, 0.047], [-0.089, 0.218, 0.302], [0.281, -0.077, 0.415], [-0.165, 0.067, -0.003], [0.009, 0.047, -0.016], [-0.198, 0.173, -0.310], [-0.502, 0.063, -0.102], [0.283, 0.190, -0.297], [0.087, 0.002, -1.117], [-0.457, 0.423, 1.423], [0.659, -0.403, -0.405], [0.897, -0.080, -0.201], [0.342, 0.520, 0.496], [-1.252, -0.977, 0.741], [0.726, 0.452, -0.334], [-0.823, -0.274, 0.185], [-0.173, -0.215, 0.115], [0.078, 0.101, 0.374], [-0.230, -0.407, 0.002], [-0.313, 0.338, 0.288], [0.046, 0.104, -0.149], [-0.231, -0.444, 0.438], [-0.151, 0.100, 0.107], [-0.481, 0.349, -0.073], [0.295, -0.039, -0.268], [-0.233, -0.091, -0.092], [-0.061, -0.046, -0.255], [0.154, -0.073, -0.518], [-0.338, 0.070, 0.326], [0.139, -0.725, -0.074], [0.408, -0.027, -0.138], [0.152, 0.457, -0.032], [-0.008, 0.345, -0.382], [0.271, -0.151, -0.245], [-0.115, -0.071, -0.076], [0.479, 0.137, -0.071], [0.111, 0.124, 0.134], [0.034, -0.233, -1.316], [-0.777, 0.789, 0.912], [0.095, -0.988, -0.838], [-0.467, -0.074, 0.260], [-3.153, -1.795, -0.630], [0.475, -0.281, -0.193], [0.067, 0.161, -0.206], [0.001, 0.165, 0.517], [0.042, -0.090, -0.143], [0.149, -0.753, 0.754], [0.050, 0.488, 0.351], [0.242, 0.260, 0.141], [-0.052, -0.338, 0.099], [-0.063, -0.204, -0.331], [0.180, 0.165, 0.190], [0.007, 0.334, -0.183], [0.232, -0.181, -0.682], [0.348, -0.445, -0.070], [-0.278, -0.411, -0.590], [-1.324, -2.442, -2.339], [-0.064, 0.005, -0.032], [-0.081, -0.040, 0.031], [-0.148, -0.031, -0.112], [0.009, 0.140, 0.057], [-0.079, 0.136, -0.435], [0.061, -0.349, 0.052], [0.035, 0.143, -0.340], [-0.057, 0.328, -0.287], [0.031, 0.111, -0.205], [-0.056, 0.135, 0.023], [0.782, 1.186, 0.071], [-0.200, 0.398, -0.731], [-0.200, 0.183, 0.154], [0.091, 0.251, 0.428], [-0.179, -0.990, -0.750], [0.191, 0.142, 0.393], [-0.857, 0.452, 0.323], [0.798, -0.879, -0.947], [-0.193, 0.224, -0.102], [0.828, 0.221, 0.528], [-0.151, -0.712, -0.093], [-0.313, -0.156, -0.096], [0.117, -0.098, 0.154], [-0.019, -0.323, 0.029], [-0.336, 0.022, 0.265], [-0.163, -0.367, -0.011], [0.054, -0.239, -0.498], [0.038, 0.137, 0.000], [0.462, 0.213, 0.412], [-0.073, 0.150, -0.022], [-0.136, -0.112, 0.077], [-0.058, -0.029, -0.088], [-0.014, -0.222, 0.087], [0.403, -0.169, -0.306], [0.177, 0.085, 0.097], [-0.290, 0.264, 0.300], [-0.155, 0.022, 0.428], [-0.375, -0.052, -0.422], [-0.183, 0.023, -0.025], [-0.214, -0.122, 0.167], [1.817, 1.206, 0.545], [-1.755, -1.681, 0.575], [0.599, 0.685, -0.770], [-0.081, 0.870, -0.330], [-0.111, -0.331, 0.087], [-0.513, -0.415, -0.141], [-0.191, 0.042, -0.271], [-0.022, -0.935, 0.032], [2.509, 2.983, 1.999], [2.945, 3.566, 2.906], [-0.792, -0.083, 0.238], [-0.005, -0.009, -0.041], [0.045, 0.201, 0.326], [-0.280, -0.058, -0.104], [-0.871, -0.540, 0.416], [2.117, 0.597, 0.592], [-1.022, -0.147, -0.101], [-0.854, 0.024, -0.346], [0.124, -0.124, 0.029], [0.277, 0.186, -0.279], [0.062, 0.102, -0.189]],
  "lowdin_charge": [-0.058, -0.169, -0.240, 0.040, -0.167, -0.049, -0.048, -0.182, -0.222, -0.077, 0.065, 0.071, 0.095, 0.120, 0.126, 0.096, 0.126, 0.103, 0.088, 0.126, 0.079, 0.091, 0.081, 0.111, 0.123, 0.128, 0.124, 0.094, 0.074, 0.097, -0.038, -0.170, -0.239, 0.014, -0.151, -0.044, -0.068, -0.226, -0.180, -0.075, 0.091, 0.088, 0.072, 0.118, 0.120, 0.117, 0.097, 0.077, 0.131, 0.137, 0.068, 0.102, 0.065, 0.146, 0.135, 0.140, 0.109, 0.090, 0.095, 0.095, -0.063, -0.141, -0.210, -0.017, -0.210, -0.042, -0.077, -0.170, -0.239, -0.075, 0.079, 0.081, 0.091, 0.120, 0.128, 0.057, 0.107, 0.076, 0.108, 0.028, 0.106, 0.091, 0.084, 0.137, 0.124, 0.124, 0.135, 0.084, 0.090, 0.095, -0.061, -0.133, -0.242, -0.002, -0.157, -0.046, -0.077, -0.188, -0.199, -0.088, 0.064, 0.095, 0.085, 0.123, 0.141, 0.114, 0.110, 0.104, 0.115, 0.129, 0.086, 0.069, 0.065, 0.121, 0.144, 0.144, 0.119, 0.095, 0.097, 0.088, -0.033, -0.751, -0.058, -0.140, 0.071, 0.051, 0.067, 0.021, -0.674, -0.077, -0.086, 0.057, 0.072, 0.062, -0.064, -0.802, -0.103, -0.119, 0.053, 0.039, 0.033]
}